# C27H25AsCuN5O3S

C27H25AsCuN5O3S as an isolated structure (ωB97M-V/def2-TZVPD, OMol25).

The LUMO energy is 0.66 eV. The value obtained for the HOMO-LUMO gap is 8.09 eV. The spin multiplicity is 1.

Geometry (Å):
Cu  -0.598  0.468  -0.347
O  1.591  -3.031  0.005
C  0.848  -2.058  0.050
O  1.114  -0.857  -0.296
C  -0.582  -2.279  0.571
C  -0.973  -3.523  1.042
C  -2.269  -3.692  1.495
C  -3.137  -2.608  1.459
C  -2.668  -1.401  0.976
N  -1.417  -1.234  0.542
H  -0.244  -4.321  1.032
H  -2.603  -4.651  1.869
H  -4.160  -2.693  1.800
H  -3.310  -0.529  0.931
C  4.678  2.495  1.338
C  3.375  2.994  0.845
N  3.153  4.150  0.304
N  1.812  4.135  0.032
C  1.199  3.000  0.390
S  -0.446  2.652  0.315
N  2.217  2.259  0.914
N  2.121  1.019  1.536
H  5.440  3.244  1.138
H  4.935  1.559  0.844
H  4.625  2.296  2.408
H  1.363  4.927  -0.392
H  1.890  0.308  0.831
H  1.333  1.070  2.177
O  -0.975  0.583  -2.437
As  0.324  0.039  -3.301
C  2.023  0.808  -2.833
C  2.180  2.169  -3.087
C  3.380  2.792  -2.784
C  4.427  2.053  -2.249
C  4.269  0.696  -2.002
C  3.062  0.068  -2.282
C  0.414  -1.871  -3.276
C  -0.676  -2.534  -2.727
C  -0.686  -3.920  -2.697
C  0.386  -4.633  -3.214
C  1.469  -3.966  -3.768
C  1.485  -2.579  -3.804
C  0.079  0.586  -5.128
C  -1.159  1.096  -5.496
C  -1.373  1.497  -6.808
C  -0.354  1.385  -7.743
C  0.885  0.878  -7.372
C  1.104  0.480  -6.062
H  1.365  2.741  -3.515
H  3.501  3.853  -2.963
H  5.367  2.540  -2.021
H  5.083  0.121  -1.578
H  2.919  -0.975  -2.036
H  -1.496  -1.958  -2.313
H  -1.527  -4.443  -2.261
H  0.381  -5.715  -3.180
H  2.308  -4.524  -4.162
H  2.337  -2.063  -4.230
H  -1.937  1.182  -4.746
H  -2.335  1.898  -7.100
H  -0.523  1.699  -8.765
H  1.680  0.798  -8.101
H  2.076  0.100  -5.769

=====

# C27H25BrF4IN3OSn

C27H25BrF4IN3OSn as an isolated structure (ωB97M-V/def2-TZVPD, OMol25).

The LUMO energy is 0.28 eV. The value obtained for the HOMO-LUMO gap is 7.50 eV. The spin multiplicity is 1.

Geometry (Å):
Sn  -0.333  -1.198  -0.205
C  -4.799  -1.821  -2.117
C  -3.387  -1.764  -1.538
N  -3.107  -0.668  -0.592
C  -4.089  -0.616  0.506
C  -3.624  0.214  1.695
C  -3.000  0.635  -1.278
C  -1.550  0.987  -1.610
N  -0.731  0.924  -0.410
C  -0.379  2.044  0.291
C  -0.224  1.994  1.692
F  -0.540  0.851  2.329
C  0.178  3.066  2.454
F  0.279  2.902  3.781
C  0.450  4.297  1.891
C  0.296  4.383  0.525
F  0.558  5.544  -0.096
C  -0.097  3.311  -0.251
F  -0.154  3.504  -1.584
H  -4.874  -2.676  -2.793
H  -5.553  -1.948  -1.339
H  -5.047  -0.924  -2.688
H  -3.169  -2.708  -1.030
H  -2.662  -1.677  -2.351
H  -5.047  -0.226  0.138
H  -4.265  -1.642  0.837
H  -3.494  1.269  1.439
H  -4.369  0.153  2.493
H  -2.677  -0.159  2.083
H  -3.592  0.649  -2.202
H  -3.406  1.406  -0.622
H  -1.169  0.250  -2.332
H  -1.525  1.955  -2.106
H  0.748  5.149  2.487
I  2.284  -0.598  1.213
C  1.523  -1.326  3.028
C  2.302  -1.181  4.134
C  1.870  -1.758  5.351
C  0.719  -2.486  5.385
C  -0.084  -2.648  4.226
C  -1.247  -3.460  4.259
C  -2.019  -3.603  3.147
C  -1.690  -2.896  1.965
C  -0.591  -2.085  1.866
C  0.273  -2.006  3.004
H  3.237  -0.637  4.089
H  2.471  -1.629  6.244
H  0.397  -2.961  6.306
H  -1.500  -3.972  5.183
H  -2.895  -4.240  3.171
H  -2.353  -3.001  1.107
O  4.523  -0.342  -5.712
C  3.628  -0.351  -4.697
C  3.843  0.290  -3.482
C  2.849  0.214  -2.526
N  1.702  -0.456  -2.688
C  1.534  -1.045  -3.851
Br  -0.098  -1.986  -4.116
C  2.439  -1.031  -4.897
H  5.313  0.140  -5.450
H  4.758  0.842  -3.287
H  2.974  0.731  -1.578
H  2.238  -1.529  -5.837

=====

# C27H25Cl2N8NiS

C27H25Cl2N8NiS as an isolated structure (ωB97M-V/def2-TZVPD, OMol25).

The LUMO energy (alpha / beta) is 2.68 / 2.66 eV. The total charge is -1. The value obtained for the HOMO-LUMO gap (alpha / beta) is 4.93 / 5.76 eV. The spin multiplicity is 3.

Geometry (Å):
Ni  -0.253  -0.273  0.416
N  -4.467  0.713  0.684
C  -3.315  0.047  0.970
N  -2.169  0.604  1.105
C  -2.039  1.986  0.896
N  -0.833  2.526  0.852
N  0.121  1.604  0.852
C  1.407  1.965  0.902
C  2.328  0.895  0.870
C  3.728  1.063  1.029
C  4.546  -0.032  1.069
C  3.989  -1.318  0.947
C  2.625  -1.412  0.762
N  1.803  -0.362  0.701
C  -3.227  2.774  0.644
C  -3.212  4.161  0.469
C  -4.372  4.849  0.153
C  -5.572  4.166  -0.004
C  -5.609  2.787  0.167
C  -4.451  2.100  0.492
H  -5.228  0.179  0.294
H  -3.399  -1.027  1.107
H  1.712  3.005  0.956
H  4.125  2.065  1.133
H  5.615  0.092  1.200
H  4.596  -2.211  0.987
H  2.148  -2.379  0.653
H  -2.265  4.673  0.564
H  -4.339  5.923  0.015
H  -6.477  4.700  -0.262
H  -6.536  2.239  0.043
C  -0.582  -2.959  -0.928
H  0.501  -2.946  -1.082
H  -1.016  -3.562  -1.734
H  -0.770  -3.481  0.015
C  -0.263  2.260  4.102
C  0.199  0.876  4.408
C  0.984  0.539  5.474
C  1.342  -0.819  5.613
N  0.934  -1.765  4.802
C  0.141  -1.440  3.742
S  -0.459  -2.560  2.668
N  -0.187  -0.110  3.578
C  2.257  -1.231  6.729
H  -0.092  2.910  4.958
H  -1.323  2.266  3.843
H  0.276  2.648  3.238
H  1.323  1.291  6.171
H  -0.700  0.112  2.717
H  1.953  -0.776  7.673
H  3.274  -0.895  6.512
H  2.258  -2.314  6.820
Cl  -1.134  1.025  -2.370
C  -2.482  -0.052  -2.140
C  -3.695  0.343  -2.653
C  -4.813  -0.486  -2.571
C  -4.666  -1.709  -1.938
C  -3.447  -2.085  -1.396
Cl  -3.488  -3.522  -0.386
C  -2.250  -1.303  -1.468
N  -1.047  -1.584  -0.963
H  -3.758  1.307  -3.142
H  -5.761  -0.185  -2.997
H  -5.508  -2.379  -1.819

=====

Quick rundown of energy relative to the best compared isomer or geometry (same formula, charge and spin), same order as above: 0.6; 0.0; 0.0 kcal per mole
Quick rundown of calculated total energy, same order as above: -158312.43460; -129765.93834; -117250.84355 eV